Entry 1:
Density functional theory data (ωB97M-V with the def2-TZVPD basis set) for a 2-piece molecular cluster, C3H9N4 overall at a distorted geometry.

Geometry (Å):
C (-0.322, -1.836, -0.027)
C (0.223, 2.560, -0.450)
C (1.178, -2.151, 2.033)
N (-1.564, -0.158, -1.781)
N (-1.123, 1.015, -1.617)
N (-0.217, 1.212, -0.734)
N (0.372, -2.006, 0.859)
H (0.122, 0.352, -0.229)
H (-0.304, 3.133, -1.216)
H (-0.108, 2.605, 0.593)
H (1.303, 2.820, -0.409)
H (1.942, -2.886, 1.742)
H (0.544, -2.298, 2.951)
H (1.550, -1.184, 2.042)
H (-2.256, -0.134, -2.514)
H (-1.340, -1.043, -1.243)

Results
**Energy**: -9207.4958 eV
**Spin multiplicity**: 1
**HOMO level**: -15.0 eV
**Net charge**: +1

Atomic partial charges in e from the Löwdin method, atoms 1 to 5: C 0.08; C -0.01; C -0.02; N 0.11; N 0.03


Entry 2:
Density functional theory data (ωB97M-V with the def2-TZVPD basis set) for C33H25ClFN5O7S2Sn as an isolated structure at a distorted geometry.

Geometry (Å):
Sn (1.988, 1.710, -0.493)
O (-2.189, 6.321, 3.334)
C (-1.058, 5.840, 2.862)
O (0.003, 6.355, 3.083)
C (-1.131, 4.621, 2.003)
C (-2.213, 4.032, 1.343)
Cl (-3.824, 4.596, 1.248)
N (-1.737, 2.967, 0.645)
N (-0.412, 2.861, 0.804)
C (-0.036, 3.832, 1.612)
C (1.456, 3.954, 1.998)
O (1.692, 4.582, 2.998)
O (2.204, 3.384, 1.173)
C (-2.425, 1.986, -0.105)
C (-3.752, 1.652, 0.153)
C (-4.365, 0.665, -0.599)
C (-3.650, -0.030, -1.558)
C (-2.313, 0.267, -1.776)
C (-1.705, 1.290, -1.073)
H (-2.995, 5.824, 3.122)
H (-4.312, 2.128, 0.939)
H (-5.402, 0.433, -0.418)
H (-4.131, -0.812, -2.120)
H (-1.739, -0.303, -2.489)
H (-0.666, 1.555, -1.254)
C (2.477, -5.911, 1.260)
C (1.301, -5.396, 2.091)
C (0.027, -6.114, 1.650)
C (-1.189, -5.558, 2.372)
C (-1.301, -4.101, 2.066)
C (-2.528, -3.479, 1.974)
C (-2.610, -2.116, 1.705)
F (-3.806, -1.529, 1.610)
C (-1.482, -1.361, 1.499)
C (-0.231, -1.986, 1.546)
C (0.939, -1.155, 1.259)
O (0.788, 0.002, 0.833)
C (2.154, -1.843, 1.476)
C (2.209, -3.163, 1.839)
N (1.129, -3.938, 1.934)
C (-0.118, -3.358, 1.844)
C (3.506, -1.054, 1.181)
O (4.389, -1.449, 1.892)
O (3.394, -0.231, 0.273)
H (2.426, -6.997, 1.223)
H (3.444, -5.653, 1.680)
H (2.413, -5.535, 0.241)
H (1.487, -5.594, 3.154)
H (0.134, -7.177, 1.854)
H (-0.100, -5.993, 0.572)
H (-1.088, -5.704, 3.451)
H (-2.095, -6.079, 2.061)
H (-3.436, -4.045, 2.113)
H (-1.541, -0.305, 1.300)
H (3.168, -3.624, 2.021)
C (0.944, 5.539, -1.480)
C (1.064, 4.649, -2.647)
N (1.250, 3.366, -2.615)
C (1.329, 2.828, -3.873)
C (1.193, 3.752, -4.888)
S (0.967, 5.313, -4.266)
C (1.543, 1.420, -4.063)
C (1.686, 0.797, -5.286)
S (1.925, -0.871, -5.092)
C (1.816, -0.662, -3.366)
N (1.624, 0.568, -2.996)
C (1.940, -1.814, -2.448)
H (1.017, 4.976, -0.553)
H (0.000, 6.082, -1.515)
H (1.738, 6.287, -1.500)
H (1.216, 3.576, -5.944)
H (1.668, 1.235, -6.262)
H (1.997, -2.746, -3.004)
H (1.091, -1.850, -1.767)
H (2.840, -1.710, -1.842)

Results
**Energy**: -99136.1438 eV
**Spin multiplicity**: 1
**HOMO level (spin up / spin down)**: -13.1 / -13.1 eV
**Net charge**: +2

Atomic partial charges in e from the Löwdin method, atoms 1 to 5: Sn 1.67; O 0.17; C -0.45; O 0.20; C -0.04


Entry 3:
Density functional theory data (ωB97M-V with the def2-TZVPD basis set) for C34H35As2BrNO5RuSTe as an isolated structure.

Geometry (Å):
Ru (-0.380, 0.522, -0.246)
O (-4.630, -0.115, -4.848)
C (-3.954, 0.217, -3.736)
C (-3.921, -0.580, -2.594)
C (-3.176, -0.159, -1.518)
N (-2.455, 0.975, -1.494)
C (-2.549, 1.740, -2.578)
Br (-1.706, 3.433, -2.519)
C (-3.266, 1.424, -3.714)
H (-5.065, -0.967, -4.732)
H (-4.474, -1.510, -2.544)
H (-3.176, -0.734, -0.601)
H (-3.315, 2.099, -4.556)
C (-3.602, 2.443, 2.795)
As (-2.432, 1.119, 1.925)
C (-1.184, 0.926, 3.436)
C (-3.409, -0.537, 2.300)
C (-4.632, -0.581, 2.962)
C (-5.235, -1.793, 3.263)
C (-4.611, -2.979, 2.908)
C (-3.396, -2.941, 2.241)
C (-2.786, -1.730, 1.922)
As (-1.043, -1.711, 0.992)
C (0.026, -2.492, 2.426)
C (-1.307, -3.340, -0.050)
H (-3.726, 2.218, 3.854)
H (-4.574, 2.486, 2.306)
H (-3.120, 3.414, 2.688)
H (-1.591, 0.239, 4.179)
H (-1.028, 1.901, 3.893)
H (-0.221, 0.554, 3.083)
H (-5.116, 0.343, 3.253)
H (-6.185, -1.810, 3.781)
H (-5.063, -3.932, 3.152)
H (-2.917, -3.871, 1.960)
H (-0.538, -3.289, 2.910)
H (0.301, -1.737, 3.157)
H (0.936, -2.900, 1.988)
H (-1.411, -4.222, 0.581)
H (-0.442, -3.472, -0.687)
H (-2.185, -3.240, -0.687)
Te (0.068, 3.027, 0.871)
C (1.101, 4.770, 0.369)
C (1.503, 5.261, -0.842)
C (2.114, 6.536, -0.751)
C (2.172, 6.997, 0.529)
S (1.479, 5.885, 1.632)
H (1.361, 4.716, -1.766)
H (2.500, 7.083, -1.600)
H (2.583, 7.926, 0.891)
O (2.480, 1.997, 1.236)
C (2.447, 0.750, 1.156)
O (1.406, 0.024, 1.275)
C (3.759, 0.045, 0.926)
C (3.826, -1.340, 0.977)
C (5.017, -2.023, 0.724)
C (6.115, -1.255, 0.427)
O (7.387, -1.668, 0.136)
C (8.124, -0.492, -0.178)
O (7.294, 0.632, 0.079)
C (6.055, 0.132, 0.389)
C (4.895, 0.815, 0.637)
H (2.926, -1.886, 1.221)
H (5.079, -3.103, 0.750)
H (8.404, -0.507, -1.237)
H (9.018, -0.439, 0.445)
H (4.828, 1.893, 0.610)
C (0.894, 0.726, -2.128)
C (0.654, -0.645, -2.488)
C (-0.384, -1.031, -3.370)
C (-0.544, -2.343, -3.769)
C (0.342, -3.330, -3.350)
C (1.387, -2.976, -2.498)
C (1.529, -1.677, -2.058)
H (1.887, 0.949, -1.744)
H (0.510, 1.487, -2.798)
H (-1.014, -0.261, -3.799)
H (-1.343, -2.602, -4.455)
H (0.225, -4.354, -3.680)
H (2.100, -3.729, -2.181)
H (2.373, -1.400, -1.439)

Results
**Energy**: -259980.0315 eV
**Spin multiplicity**: 6
**HOMO level (spin up / spin down)**: -6.1 / -7.5 eV

Atomic partial charges in e from the Löwdin method, atoms 1 to 5: Ru 0.69; O 0.10; C -0.32; C 0.01; C -0.15


Entry 4:
Density functional theory data (ωB97M-V with the def2-TZVPD basis set) for C31H43Cl2O2P3PbS as an isolated structure at a distorted geometry.

Geometry (Å):
P (0.027, -5.879, 0.977)
C (-1.011, -6.385, -0.335)
C (-0.651, -7.465, -1.181)
H (0.353, -7.889, -1.110)
C (-1.592, -7.968, -2.071)
H (-1.331, -8.816, -2.709)
C (-2.874, -7.396, -2.151)
H (-3.625, -7.827, -2.815)
C (-3.189, -6.254, -1.392)
H (-4.168, -5.782, -1.494)
C (-2.262, -5.729, -0.501)
H (-2.470, -4.835, 0.088)
C (1.746, -5.679, 0.692)
C (2.196, -5.308, -0.602)
H (1.459, -5.124, -1.388)
C (3.557, -5.195, -0.846)
H (3.903, -4.930, -1.849)
C (4.490, -5.452, 0.169)
H (5.559, -5.397, -0.044)
C (4.044, -5.791, 1.456)
H (4.767, -5.985, 2.247)
C (2.688, -5.893, 1.735)
H (2.327, -6.165, 2.728)
C (-0.599, -5.816, 2.612)
C (-0.899, -7.007, 3.319)
H (-0.832, -7.968, 2.806)
C (-1.250, -6.915, 4.660)
H (-1.461, -7.826, 5.223)
C (-1.333, -5.661, 5.291)
H (-1.584, -5.600, 6.352)
C (-1.108, -4.483, 4.564)
H (-1.192, -3.510, 5.046)
C (-0.765, -4.542, 3.222)
H (-0.652, -3.636, 2.620)
Pb (-0.171, 0.446, 0.452)
C (2.144, 0.635, 1.197)
C (2.853, -0.461, 1.385)
H (2.454, 1.690, 1.230)
C (2.247, -1.854, 1.066)
O (1.757, -2.305, 2.346)
H (1.395, -3.204, 2.254)
C (1.154, -1.691, 0.134)
H (2.999, -2.564, 0.679)
C (0.420, -1.212, -0.858)
Cl (0.674, 2.693, -0.565)
Cl (-2.407, 0.193, -1.026)
P (1.056, -0.695, -2.532)
C (0.204, 0.668, -3.298)
H (0.511, 1.611, -2.818)
H (-0.879, 0.553, -3.169)
H (0.477, 0.674, -4.361)
C (2.778, -0.244, -2.337)
H (3.321, -0.994, -1.746)
H (2.845, 0.735, -1.839)
H (3.219, -0.174, -3.341)
C (0.788, -2.187, -3.473)
H (-0.265, -2.470, -3.349)
H (1.430, -2.989, -3.092)
H (1.002, -1.978, -4.526)
P (4.468, -0.425, 2.220)
C (5.200, 1.155, 1.834)
C (5.453, -1.778, 1.582)
H (4.479, 1.964, 1.996)
H (5.519, 1.175, 0.784)
H (6.076, 1.304, 2.477)
H (5.055, -2.750, 1.901)
H (6.474, -1.666, 1.969)
H (5.481, -1.752, 0.485)
C (4.205, -0.643, 3.979)
H (3.565, 0.160, 4.366)
H (5.178, -0.612, 4.486)
H (3.710, -1.607, 4.162)
H (-0.598, -1.666, -0.932)
C (-2.655, 0.898, 4.450)
S (-3.063, 0.122, 2.877)
C (-3.287, 1.626, 1.898)
O (-1.783, -0.563, 2.429)
H (-3.568, 1.300, 4.898)
H (-1.922, 1.693, 4.264)
H (-2.227, 0.118, 5.088)
H (-2.406, 2.276, 2.014)
H (-3.409, 1.335, 0.841)
H (-4.193, 2.120, 2.269)

Results
**Energy**: -105914.8023 eV
**Spin multiplicity**: 1
**HOMO level (spin up / spin down)**: -11.7 / -11.7 eV
**Net charge**: +2

Atomic partial charges in e from the Löwdin method, atoms 1 to 5: P 1.23; C -0.37; C -0.07; H 0.12; C -0.05


Entry 5:
Density functional theory data (ωB97M-V with the def2-TZVPD basis set) for C5H16N3 as an isolated structure at a distorted geometry.

Geometry (Å):
C (-1.848, -0.709, 0.994)
C (-1.921, 1.185, -0.515)
C (1.975, 1.384, -0.501)
C (1.588, -0.410, 1.207)
C (0.271, -0.373, -0.833)
N (-0.064, -1.698, -1.057)
N (-1.020, 0.375, 0.330)
N (1.571, -0.075, -0.301)
H (-2.268, -0.264, 1.976)
H (-2.742, -0.851, 0.406)
H (-1.277, -1.603, 1.309)
H (-2.041, 0.703, -1.494)
H (-2.827, 1.232, 0.044)
H (-1.508, 2.153, -0.485)
H (1.039, 1.944, -0.232)
H (2.758, 1.705, 0.100)
H (2.046, 1.618, -1.596)
H (1.268, 0.450, 1.800)
H (0.988, -1.378, 1.361)
H (2.565, -0.697, 1.500)
H (0.226, 0.231, -1.848)
H (-1.086, -1.757, -1.104)
H (0.195, -2.304, -0.295)
H (2.114, -0.862, -0.765)

Results
**Energy**: -9905.2634 eV
**Spin multiplicity**: 1
**HOMO level**: -12.4 eV
**Net charge**: +1

Atomic partial charges in e from the Löwdin method, atoms 1 to 5: C -0.12; C -0.12; C 0.04; C 0.03; C -0.32


Entry 6:
Density functional theory data (ωB97M-V with the def2-TZVPD basis set) for an isolated ion of composition C2H7N2O2 and charge +1 at a distorted geometry.

Geometry (Å):
C (-0.862, -1.064, 0.472)
C (0.574, 0.131, -1.028)
N (1.060, 0.789, 1.248)
N (-0.110, 0.252, 0.226)
O (1.659, -0.047, 1.722)
O (-0.976, 1.251, 0.376)
H (-1.435, -1.140, -0.477)
H (-0.065, -1.787, 0.501)
H (-1.629, -0.966, 1.336)
H (1.317, 1.030, -1.203)
H (1.061, -0.872, -1.402)
H (-0.092, 0.427, -1.820)
H (-0.503, 1.997, 0.049)

Results
**Energy**: -9250.2257 eV
**SMILES**: C[N+](C)(O)N=O
**Spin multiplicity**: 1
**HOMO level**: -15.8 eV
**Net charge**: +1

Atomic partial charges in e from the Löwdin method, atoms 1 to 5: C 0.07; C -0.04; N 0.17; N -0.42; O 0.22


Here are the calculated energy relative to the best compared isomer or geometry (same formula, charge and spin) numbers, same order: 4.126; 3.093; 0.321; 0.000; 4.453; 6.547 (eV).